1.
DFT (ωB97M-V with the def2-TZVPD basis set) results for C33H46ClN8O7Re as an isolated structure.

The frontier orbital gap (alpha / beta) comes out at 4.72 / 4.93 eV. As for the charge: +3. The value obtained for the highest occupied orbital energy (alpha / beta) is -14.670 / -14.670 eV. The relative energy (zero: lowest compared OMol25 entry of this formula, charge and spin) is 8.61 kcal per mole. The value obtained for the calculated total energy is -75850.11156 eV. The multiplicity is 2.

Each line ends with the Mulliken spin population.
CARTESIAN COORDINATES (ANGSTROEM)
Re 0.505 2.133 0.481  0.855
Cl -7.379 -4.220 0.363  0.000
O -2.194 -2.769 -2.794  0.000
O 2.302 1.627 -0.359  0.053
O 3.389 6.778 -2.813  0.000
O -1.496 2.767 0.510  0.027
O -3.643 2.108 0.708  0.004
O 3.878 2.274 -1.817  0.023
O 4.374 4.793 -3.084  0.000
N 1.273 3.944 -0.066  -0.015
N 1.662 5.901 -0.915  0.001
N 4.250 0.181 2.835  0.000
N -0.647 0.459 1.493  -0.016
N -2.026 0.738 1.357  0.005
N -0.039 0.723 -0.973  -0.019
N -0.082 -0.870 -2.429  0.007
N -1.051 -0.013 -2.810  -0.003
C 0.553 -0.409 -1.368  0.006
C -0.607 -4.598 -3.266  0.000
C -1.607 -2.594 -0.078  0.001
C -0.895 -3.258 -2.513  0.001
C 0.877 5.231 -0.071  0.005
C -5.727 -3.759 0.232  0.000
C 2.320 3.842 -0.973  0.005
C -0.546 -4.370 -4.782  0.000
C -5.403 -2.513 -0.287  0.000
C -1.754 -5.577 -2.982  0.000
C 2.926 2.515 -1.117  -0.011
C -4.068 -2.151 -0.392  0.000
C 2.574 5.056 -1.507  0.005
C -0.695 -3.429 -0.990  0.001
C 0.207 2.841 3.215  0.025
C 3.697 1.510 2.320  0.008
C -3.053 -3.013 0.016  0.000
C -4.138 3.387 0.190  0.000
C 3.504 5.618 -2.544  0.001
C -1.003 0.940 -1.930  0.018
C 1.205 2.237 2.428  0.020
C -3.403 -4.258 0.533  0.000
C 5.271 0.298 3.928  0.000
C 3.186 -0.798 3.198  0.003
C -0.198 5.830 0.754  0.004
C 0.040 -2.173 -3.103  -0.001
C 0.423 3.264 4.522  0.009
C 2.473 2.032 3.035  -0.012
C -2.383 1.923 0.842  -0.002
C 2.665 2.473 4.343  -0.005
C 1.661 3.066 5.095  -0.001
C -4.731 -4.637 0.640  0.000
C 0.713 -5.225 -2.805  0.000
H 1.636 6.894 -1.133  -0.001
H -6.191 -1.852 -0.623  0.000
H 1.376 -0.908 -0.885  -0.005
H -0.561 -5.334 -5.291  0.000
H -1.171 -2.668 0.933  0.000
H -3.750 4.195 0.804  0.000
H 1.087 -2.463 -3.051  0.000
H 0.938 -6.081 -3.441  0.000
H -0.425 0.387 2.487  0.002
H -2.665 -5.301 -3.518  0.000
H -2.840 -3.474 -2.669  0.000
H -4.999 -5.605 1.040  0.000
H -0.782 3.011 2.800  0.004
H 4.323 3.880 -2.731  0.000
H -2.635 -4.948 0.866  0.000
H 0.360 -3.239 -0.757  0.000
H 2.462 -0.838 2.387  -0.001
H -3.841 3.491 -0.849  0.000
H -0.237 -1.969 -4.132  0.000
H -3.813 -1.201 -0.856  0.000
H -5.214 3.312 0.282  0.000
H 0.373 -3.868 -5.092  0.000
H 1.857 3.380 6.112  0.000
H -1.608 -1.542 -0.364  0.000
H 1.560 -4.540 -2.895  0.000
H -1.653 1.799 -1.954  -0.002
H 4.514 2.223 2.420  0.001
H 3.648 2.392 4.789  0.000
H 5.696 -0.687 4.105  0.000
H -1.168 5.445 0.438  0.000
H 4.747 -0.212 2.035  0.000
H 4.782 0.650 4.831  0.000
H -0.837 -4.473 -0.706  0.000
H -2.723 0.040 1.597  -0.001
H -0.203 6.913 0.652  0.000
H 0.675 -5.592 -1.778  0.000
H 3.502 1.344 1.267  -0.005
H -0.487 -0.449 1.051  0.008
H -0.374 3.741 5.077  0.001
H 3.645 -1.773 3.344  0.000
H -1.992 -5.673 -1.918  0.000
H -0.047 5.582 1.805  0.000
H 2.708 -0.468 4.116  0.000
H -1.478 -6.568 -3.340  0.000
H -1.402 -3.795 -5.138  0.000
H 6.047 0.990 3.612  0.000

=====

2.
DFT (ωB97M-V with the def2-TZVPD basis set) results for one molecule with the formula CH4N2S2.

The frontier orbital gap comes out at 8.03 eV. As for the charge: 0. The value obtained for the highest occupied orbital energy is -7.789 eV. The relative energy (zero: lowest compared OMol25 entry of this formula, charge and spin) is 83.41 kcal per mole. The value obtained for the calculated total energy is -25748.87267 eV. As for the SMILES: S/N=C/NS.

Each line ends with the Mulliken charge.
CARTESIAN COORDINATES (ANGSTROEM)
S 0.933 2.296 0.951  -0.190
S -1.214 -2.189 -0.732  -0.180
N 0.813 0.883 -0.024  -0.427
N -0.250 -0.911 -0.743  -0.325
C -0.028 -0.076 0.279  0.166
H -1.005 -2.819 0.756  0.118
H -0.701 -0.259 1.106  0.302
H 2.071 2.974 0.074  0.168
H 0.360 -0.954 -1.752  0.369

=====

3.
DFT (ωB97M-V with the def2-TZVPD basis set) results for C32H24N11O2PrS as an isolated structure.

The frontier orbital gap (alpha / beta) comes out at 4.58 / 4.59 eV. As for the charge: 0. The value obtained for the highest occupied orbital energy (alpha / beta) is -6.148 / -6.150 eV. The relative energy (zero: lowest compared OMol25 entry of this formula, charge and spin) is 33.83 kcal per mole. The value obtained for the calculated total energy is -78963.12355 eV. The multiplicity is 3.

Each line ends with the Mulliken spin population.
CARTESIAN COORDINATES (ANGSTROEM)
Pr -17.955 -6.538 12.597  2.012
S -15.174 -4.701 12.567  -0.009
O -18.423 -4.545 11.059  -0.001
O -16.321 -7.374 14.143  -0.005
N -20.091 -7.573 12.353  -0.003
N -18.371 -0.922 13.978  0.000
N -21.158 -7.027 14.517  -0.001
N -16.059 -9.412 15.251  0.000
N -18.538 -11.030 12.492  0.000
N -17.202 -1.831 9.785  0.001
N -20.093 -8.313 9.991  -0.001
N -17.796 -7.719 10.309  0.002
N -18.407 -3.911 12.185  -0.005
N -19.063 -6.013 14.909  -0.001
N -17.622 -9.128 13.477  0.000
C -17.880 -2.108 10.711  0.000
C -15.194 -8.791 16.249  0.000
C -12.568 -4.711 12.904  -0.001
C -24.495 -9.116 12.443  0.000
C -13.733 -5.235 14.917  0.000
C -16.385 -7.576 8.377  0.000
C -13.784 -4.946 13.538  0.000
C -21.929 -8.761 11.500  -0.001
C -18.402 -5.085 15.675  0.000
C -23.612 -8.362 13.207  0.000
C -17.443 -8.003 7.572  0.000
C -22.862 -9.439 10.712  0.001
C -16.691 -8.601 14.336  0.001
C -20.550 -8.234 11.253  0.002
C -22.286 -8.254 12.748  0.000
C -18.733 -8.029 8.102  0.000
C -20.689 -6.164 16.640  -0.001
C -21.123 -7.604 13.349  0.003
C -18.849 -8.067 9.523  0.003
C -18.727 -4.881 17.005  0.000
C -17.823 -10.414 13.435  0.003
C -18.277 -2.563 11.989  0.000
C -16.435 -10.794 15.326  0.000
C -17.301 -11.299 14.439  0.000
C -18.280 -1.731 13.127  0.000
C -12.534 -4.954 15.602  0.000
C -19.904 -5.527 17.542  0.000
C -20.300 -6.343 15.266  0.002
C -11.368 -4.514 13.565  0.000
C -24.176 -9.590 11.148  0.000
C -16.603 -7.545 9.728  0.000
C -11.334 -4.709 14.929  -0.001
H -15.154 -9.488 17.109  0.000
H -17.500 -12.367 14.389  0.000
H -24.974 -10.079 10.512  0.000
H -22.553 -9.776 9.720  0.000
H -23.946 -8.019 14.172  0.000
H -21.711 -6.540 16.829  0.000
H -19.257 -10.586 11.970  0.000
H -14.682 -5.489 15.388  -0.001
H -25.454 -9.307 12.936  0.000
H -17.340 -8.342 6.491  0.000
H -12.609 -4.610 11.823  0.000
H -17.517 -4.569 15.222  -0.001
H -18.348 -12.033 12.309  0.000
H -19.618 -8.091 7.439  0.000
H -12.590 -4.918 16.649  0.000
H -15.445 -7.266 7.915  0.000
H -10.447 -4.424 15.472  0.000
H -15.823 -7.351 10.481  -0.001
H -18.053 -4.265 17.580  0.000
H -15.970 -11.257 16.169  0.000
H -10.488 -4.105 13.021  0.000
H -20.106 -5.580 18.612  0.000
H -14.136 -8.579 15.859  0.000
H -15.668 -7.846 16.532  0.000

=====

Q: Among the records above, which one has the highest relative energy (zero: lowest compared OMol25 entry of this formula, charge and spin)?
A: CH4N2S2